1.
# C36H52BN8OS3Sr

A structure of composition C36H52BN8OS3Sr (ωB97M-V/def2-TZVPD, the Open Molecules 2025 dataset).

ORCA input file:
```
! RIJCOSX wB97M-V def2-TZVPD def2/J DEFGRID3
* xyz -1 1
H -2.64401 2.24261 4.87221
H -2.84146 3.72253 2.57058
C -3.30722 1.83460 -1.70696
H -3.27071 -1.63567 3.30038
H 1.67205 4.65024 -3.87279
H -0.92311 -1.13736 3.73640
C 2.31313 -2.95333 3.61791
H 2.34030 0.51692 -0.04053
H -2.81312 -2.24484 4.89488
C 1.67678 3.30401 -0.01273
H 3.91097 1.51321 1.38572
N -1.68068 0.74336 2.10049
N -0.46084 3.08540 0.08656
N 0.69589 2.38964 0.03709
C 1.41242 3.62330 -4.13150
C -2.56864 -0.18545 -2.12620
C 2.13209 -4.09235 4.37928
N 2.27658 -0.95925 -1.53228
C 1.58454 -0.00488 2.61555
H 3.37913 0.39506 -2.79654
H 3.04068 2.86055 2.10297
H -2.41183 -0.90123 -4.75874
H 2.27052 2.97297 -3.96745
N 1.60413 -1.32052 1.96188
H -1.96034 0.29551 6.23300
C 2.94415 -2.20549 -1.84908
C -2.86176 -1.66300 -4.11917
B -1.90708 2.49133 0.26459
H 3.94728 4.98980 -0.01446
H 2.27160 -5.51647 -1.81715
H -1.21903 4.46601 -4.48496
C 2.15582 -3.38283 -1.79631
H -4.21071 0.69501 -3.35771
H 3.89790 -0.22800 -0.36260
H -0.99652 -4.86782 3.31619
H 1.66539 5.53923 -0.03632
C -3.50564 0.77136 -2.54885
C 3.94131 4.12678 -0.68411
C 1.31981 -2.48981 2.75923
H -0.88254 -1.10080 6.16832
H 4.67339 3.09299 1.47845
C -2.49291 2.71431 2.72463
H 4.90507 -1.35808 -2.03739
C 2.35037 0.12007 -2.52484
Sr 0.43591 -0.75107 0.00940
H -0.31371 0.48319 5.61960
H 1.08040 3.54804 -5.16729
C 0.08059 -3.16565 2.61098
H 0.64859 0.19388 3.12977
C 4.97973 -3.49100 -2.08804
H 4.97798 3.82541 -0.84315
C -2.34766 -1.55677 -2.68611
H -2.61839 -2.64584 -4.52695
C 4.22558 -4.66061 -2.02060
C -2.97772 -2.62992 -1.79507
C -1.88328 0.71531 3.41863
H 6.05537 -3.52646 -2.20367
H 4.72085 -5.62381 -2.06907
H -0.62677 5.32602 -3.01123
H -2.59145 -3.61555 -2.06000
H 1.87995 1.02673 -2.08610
N -2.31177 1.53054 -0.84921
C -1.04701 4.40311 -3.41001
C -0.22155 4.40070 0.06150
C -2.38194 1.95629 3.86741
H 3.26489 2.12554 -0.76029
H -1.27189 -1.73856 -2.70739
C 0.92077 -4.77403 4.26118
N -1.86659 0.26908 -1.08932
H 2.42977 0.14868 3.30410
C -0.06518 -4.32359 3.40842
C 4.32681 -2.27743 -1.99244
H 3.52224 4.44326 -1.64078
H 1.69101 0.75402 1.82224
C 1.14053 4.60000 -0.00933
H 1.78891 -0.13498 -3.42128
C 3.72412 2.58439 1.29934
H -3.94898 -1.54733 -4.15900
H -3.80244 2.78963 -1.64652
S 0.42971 -3.33701 -1.59346
C 3.14572 2.97021 -0.08071
O -0.50039 1.85896 -3.77455
H 2.91053 -4.44314 5.04444
C 2.83500 -0.45040 -0.23322
H 2.81862 -2.43938 0.62974
C -2.96222 -1.33933 4.30144
H 3.24461 -2.39862 3.68498
C -1.67068 -0.52462 4.23607
H -4.06589 -2.63432 -1.91484
C 2.85431 -4.60720 -1.88315
H -2.63071 3.45358 0.15677
S -1.21731 -2.65431 1.57306
N -2.06880 1.96708 1.68906
H -3.75761 -0.74719 4.76513
C 2.75835 -1.42100 1.03000
S 0.07265 3.03478 -3.07222
H -1.03935 5.10084 0.10804
H -2.74859 -2.45866 -0.74408
H -1.97622 4.16360 -2.89602
C -1.17490 -0.18851 5.64467
H 3.69176 -1.21815 1.57037
H 0.75013 -5.67537 4.83927
*
```

2.
# C36H52N2O14

A cluster of 9 separate species, C36H52N2O14 in total (ωB97M-V/def2-TZVPD, the Open Molecules 2025 dataset).

SMILES string = c1cc[nH]c1.c1cc[nH]c1.O=C1CCCO1.O=C1CCCO1.O=C1CCCO1.O=C1CCCO1.O=C1CCCO1.O=C1CCCO1.O=C1CCCO1

ORCA input file:
```
! RIJCOSX wB97M-V def2-TZVPD def2/J DEFGRID3
* xyz 0 1
H 2.47611 -2.01113 -4.47497
C 1.56728 -2.33260 -4.97035
C 1.15878 -1.26291 1.35312
C 4.52796 3.68004 0.36988
O -4.33080 -0.42306 -2.90303
H 1.32412 2.18118 2.67765
C 4.64214 0.40541 -1.82360
H -0.03695 -3.99366 3.46307
C -3.94177 -1.33858 -2.03207
H 6.78020 0.77934 -1.68307
H -0.65387 -4.34979 5.07188
H -2.68712 0.06106 0.79086
H 0.99777 -2.58225 7.05562
C -0.45235 3.42067 -1.51413
N -0.29328 -1.57622 -0.30102
H 0.33316 -4.15575 -4.78373
O -0.61821 2.89018 6.25295
O -6.70124 1.22699 -0.02704
H -1.52753 -2.99796 -3.95530
H -5.25469 -2.21379 -0.60645
C 6.01505 0.70437 -2.45868
H 4.55828 4.57575 -0.22683
H 6.39385 2.11871 -4.03745
H 2.22018 -1.81917 6.03969
C 0.66026 -3.29744 -4.19660
C -5.72445 1.05201 0.63798
C -0.04081 2.36732 -3.52768
H -0.48762 -1.92666 5.18555
H -1.72957 3.39397 3.59313
C 5.73856 2.01821 -3.17438
H -4.36636 -0.86327 2.31706
O -4.50299 0.86223 0.08033
C 1.45131 -2.58684 6.06572
O 0.96198 -0.13034 -5.81030
H 5.82717 2.89820 -2.53777
H -6.44461 0.26415 2.50136
H -1.52924 0.97689 -3.09973
C -0.58230 -2.46944 -3.85192
H 0.32910 3.77156 -0.83932
C 0.92995 -1.38940 -0.88833
H -5.72486 -0.73144 -4.36803
H -2.30894 1.98900 4.44014
H 2.86474 -0.86179 -0.02089
H -0.89764 1.92428 2.00016
C -5.63426 0.89131 2.14034
C -0.17333 -1.46038 1.05257
H 4.52446 0.98350 -0.90562
H 6.30937 -0.13081 -3.09312
H -1.33944 4.04231 -1.38331
C -0.43081 2.49830 5.14303
C -0.58391 1.27354 -2.63717
H -1.01234 -1.54754 1.72365
H 0.01721 0.37548 -2.61206
H 4.39793 -0.64653 -1.72260
C -3.50528 0.71123 1.09257
H 1.76697 -2.76191 -5.95155
N 5.18685 1.87105 1.45066
H -5.65612 1.83325 2.68647
O 3.06785 -4.39381 6.28814
H -7.11324 -1.61495 -1.93053
C 2.09419 -3.93448 5.77756
C 5.62062 3.04651 0.90137
O 0.78243 2.02606 4.74352
O 2.58531 0.66811 -3.13291
O -2.81698 -1.36005 -1.60048
H -3.78481 0.54745 3.25518
C 0.68720 -1.12366 -5.24466
C -4.25517 0.22077 2.33164
O 0.02714 3.54904 -2.84988
H 2.37362 3.13800 0.43115
H -6.59936 -2.56634 -3.26203
H 5.79997 1.25665 1.95407
H -0.56391 -2.08923 -2.82293
H 1.13125 0.52630 3.38810
O 0.18154 2.29525 -4.68292
O 1.37844 -4.59944 4.83809
C -0.76603 1.93379 -1.27674
O -0.56321 -1.33975 -4.72584
H 6.64285 3.37259 0.97533
H -1.75389 1.74737 -0.85437
H -6.22554 0.34079 -2.99716
C -6.24404 -1.81502 -2.55845
H -3.04089 1.69116 1.24903
C 0.17044 -3.88454 4.52725
C 1.83286 -1.14040 0.11087
C 3.39531 2.87075 0.64886
C 3.83052 1.74840 1.30232
H -4.81291 -3.30806 -1.85267
C -5.70964 -0.56624 -3.29519
H 1.67264 -1.19875 2.29481
H 3.33846 0.86811 1.67499
C 0.79101 1.55284 3.38467
C 3.71133 0.98275 -2.88481
H -1.11339 0.50751 3.01012
C 0.43767 -2.44595 4.92890
H -1.16464 -1.71595 -0.80412
C -5.08996 -2.26518 -1.68180
C -1.41833 2.42779 3.98104
H 1.14703 -3.71279 -3.31336
H 1.05665 -1.50536 -1.94988
H -0.05454 1.48937 -0.57173
O 4.35959 1.94383 -3.58488
C -0.69443 1.51216 2.99026
H 0.88096 -1.86422 4.12264
*
```

3.
# C36H52N2O24S

A cluster of 8 separate species, C36H52N2O24S in total (ωB97M-V/def2-TZVPD, the Open Molecules 2025 dataset).

SMILES string = C#C[C@@]1(CCO)C(=O)N[C@H](CCCCN(C)C(C)=O)[C@H]1S.O=C1OCCO1.O=C1OCCO1.O=C1OCCO1.O=C1OCCO1.O=C1OCCO1.O=C1OCCO1.O=C1OCCO1

ORCA input file:
```
! RIJCOSX wB97M-V def2-TZVPD def2/J DEFGRID3
* xyz 0 1
S -4.21562 -1.90658 -2.47265
H -0.52953 0.03896 -0.11061
C 1.10223 -0.97374 -3.24228
C -7.82377 -9.15997 -1.33919
C 2.97718 7.94884 -0.49881
H 6.39786 10.39521 -1.87313
H 0.28138 -0.33083 -3.55704
H 3.35850 1.30013 -0.68320
H -3.65440 1.34111 0.37437
O 3.78850 7.37191 0.41395
C 4.66958 10.92213 -3.10117
H -6.43099 -2.47101 4.23273
H 3.73341 1.30524 -2.40128
C -4.49300 -3.87852 -0.28797
O -6.69563 -2.77017 3.35837
H -3.64447 -0.43577 1.64275
O 4.02016 0.48980 4.63536
O 4.55869 12.13763 -3.85572
O 6.02583 13.75079 -4.42525
O -3.63579 -7.36019 1.22714
H 5.61621 1.10928 1.90982
C 1.91299 6.07512 0.16896
C -3.15922 0.93611 -0.51276
C 1.78093 -0.33768 -2.05127
N -2.91272 -0.90782 1.11812
O -6.62464 -6.43713 -2.98580
H -2.33946 -1.10202 -0.89259
C -3.08700 -0.56890 -0.31263
H 0.41813 2.59183 -1.31617
H 4.93770 10.11163 -3.78117
H -5.77238 -1.22116 1.40699
H 1.81786 -0.98114 -4.06600
C -6.86961 -7.31779 -2.22813
H 4.92369 -1.96153 -2.34576
O 1.80086 7.29370 -0.57973
H -0.49437 -0.15004 2.42163
C 6.24335 0.21469 -3.51941
O 5.00816 2.18299 3.57637
C 5.96462 -1.64350 -2.26255
C -5.66259 -2.29376 1.24406
C 5.77974 11.25111 -2.12859
O -2.25747 -8.90022 2.04744
H -5.40219 -4.06668 2.42194
H 6.38671 -2.03693 -1.34160
C -6.76794 -8.63058 -0.39103
H 5.40705 11.71156 -1.21231
O -2.45841 -3.15083 1.58604
H -3.77585 -6.84468 3.21629
N 1.69054 1.10005 -2.00438
C 4.22319 1.83346 4.62332
C -4.41536 -1.31845 -0.72870
H -3.23390 -1.08742 -2.88804
H -0.78903 0.20026 -1.86293
H 3.64554 5.54210 1.39237
H 0.73797 -1.96896 -3.00281
C -1.84106 -7.65365 2.61773
O 6.54588 12.21977 -2.85575
C 3.00857 1.64661 -1.66290
O 3.76639 2.59190 5.41183
O -6.05287 -7.71289 -1.22167
C 0.69211 1.57425 -1.02537
O 0.52884 3.51434 1.80342
H 6.52755 0.80360 3.40516
H -0.96500 -7.29542 2.07492
H -1.60990 2.29935 0.17829
C 3.02612 6.39853 1.14184
C 6.78183 -1.97944 -3.49401
H 0.97262 5.83476 0.65517
C -3.15871 -2.32807 1.08557
C -3.05670 -6.77705 2.39738
H -5.30756 -0.70137 -0.72282
C 5.73733 12.79700 -3.77836
H -1.89181 2.32795 -1.54017
C -4.44056 -5.00602 -0.68993
C -0.76612 0.65229 3.10685
O 6.57658 -0.82788 -4.31736
C -5.50642 -2.99023 2.58116
H -6.09287 -9.39512 -0.01767
O 1.08382 1.98147 3.35146
H -7.47922 -10.02907 -1.90199
O 3.26323 8.90832 -1.14402
H -6.55152 -2.67475 0.74153
O -7.99806 -8.06602 -2.24621
C 0.34081 0.99601 4.08283
C -0.59436 0.74600 -0.94131
C 4.52119 -0.05032 3.40779
O 2.41678 -0.98591 -1.25423
O -3.67272 -9.44743 0.38126
C 0.26156 2.55047 2.44986
H -2.81537 -5.73222 2.21222
H -8.76551 -9.39681 -0.85105
C -4.47364 -2.54145 0.26555
H -4.64552 -2.61499 3.13862
H 2.65826 6.85664 2.06083
C 5.53701 0.99257 2.98762
H 3.69627 -0.13573 2.69741
C -3.23034 -8.64710 1.14141
H 6.44136 -2.87408 -4.00844
H -1.70635 0.40072 3.58778
H 7.84768 -2.07079 -3.27748
H 0.97826 0.15135 4.32985
H -3.81527 1.14927 -1.35787
H 2.98160 2.73478 -1.66439
H 3.73128 10.68442 -2.61428
H -0.02667 1.44981 5.00425
O 6.00784 -0.21289 -2.25420
H -7.19681 -8.08038 0.44918
H 4.95360 -1.03272 3.57867
H 2.17856 5.26767 -0.51547
H 1.15625 1.65457 -0.03551
O 6.15745 1.34312 -3.87550
H -1.58642 -7.78719 3.66573
C -1.79714 1.66188 -0.67739
O -0.90406 1.87399 2.36443
H -4.49130 -5.95802 -1.16760
*
```

4.
# C36H52N3OP2PbS

A structure of composition C36H52N3OP2PbS (ωB97M-V/def2-TZVPD, the Open Molecules 2025 dataset).

ORCA input file:
```
! RIJCOSX wB97M-V def2-TZVPD def2/J DEFGRID3
* xyz 1 1
H -3.06160 1.20302 -7.31368
C 2.78848 -0.10039 -3.06589
H 4.85941 2.41888 0.60745
C -3.07598 0.64844 -3.44347
H -3.53950 -3.53945 -1.06630
H 0.18281 5.07643 1.23865
O 2.84156 0.51696 3.27544
H 1.26957 1.62201 5.61175
C -1.11348 -0.69754 6.30156
C 0.37512 1.00685 5.48681
N -2.61906 0.05367 -0.96777
H -1.07708 -1.82354 -2.04962
H 0.31718 -1.83502 3.49139
H 3.06930 3.84450 -2.07506
H 1.74540 2.34841 -2.75169
P 1.18435 2.49360 -0.35791
C 3.95259 2.07660 0.09213
H -3.17795 -3.66159 0.66388
H 3.54805 1.21704 0.63963
C 2.94967 3.24908 0.04244
C 0.14102 5.19754 0.14906
H 2.82716 5.20321 -0.95781
C 3.31763 4.23415 -1.08415
C 2.78844 -2.32900 -2.18197
H 1.39575 -5.00773 1.57410
P -0.26986 -2.65264 0.58090
H -5.22575 0.81980 -6.09211
H 2.92399 3.26756 2.24628
H 3.93612 4.50675 1.50528
C -0.48013 4.09192 -2.03105
H 4.40307 4.42278 -1.08413
C 1.36675 -2.97073 -0.19427
S -2.42892 0.28077 2.70266
H -0.20327 -3.32837 -2.48293
H 4.24282 1.74783 -0.91048
H -1.46348 -3.96109 3.91784
H 0.56787 0.02728 7.41370
H -0.63623 5.95054 -0.05881
H 1.36389 -3.94910 -0.69998
H -1.22020 4.89682 -2.15041
C 0.42388 -5.00265 2.08215
H 3.77541 -1.72447 -4.00957
C -1.55600 -3.65487 2.86386
H -1.65359 -5.55161 0.15122
H 1.08763 5.61287 -0.20727
C -1.51724 0.32618 4.14709
N 1.56168 -0.61571 -1.05860
C -0.25277 3.88657 -0.53915
C 1.89263 -1.91166 -1.18935
C -1.25157 -5.03357 -0.72954
H -2.30288 4.27554 -0.03449
H 3.07147 0.61458 -3.83105
C 2.02057 0.69920 2.49837
H 0.97256 -3.37933 4.07491
H -2.19136 -4.40573 2.37316
H -0.20770 1.90485 3.58613
C -3.07234 1.05136 -6.21985
H -0.93365 0.99298 -3.51646
H -2.02831 2.55151 -0.33520
H -1.83037 -5.40053 -1.59302
C -4.27882 0.82907 -5.53039
C -2.87537 -3.17027 -0.27036
H -1.95094 -3.20276 -2.74487
C -1.87187 1.14992 -5.50886
H 3.09119 -3.36811 -2.22194
H -3.02989 -2.08676 -0.17810
H -1.45998 -1.45250 7.00511
H -1.49069 3.29054 1.19088
H 0.57544 -5.41985 3.08917
C -1.86541 0.95295 -4.12517
C -0.00215 0.09587 6.48873
C -4.28969 0.62758 -4.14908
H -0.90684 3.18882 -2.48301
C -1.42576 -3.50576 -0.66518
C -3.06167 0.24170 -2.06143
H -0.93151 1.39755 -6.01038
H -0.25543 -5.68361 1.55910
H -5.22091 0.41884 -3.61700
H 2.13011 -3.06759 0.59408
C 1.70645 1.73577 -1.85134
C -0.14984 -3.58592 2.23936
C -1.58300 3.45288 0.10804
C 3.19712 -1.41498 -3.14662
H 1.75138 -2.56439 2.70255
H 2.17982 4.69770 1.50749
C -1.13260 -2.92091 -2.06232
H -2.71182 -1.09344 5.03434
H -0.21156 -5.34835 -0.89041
C 1.96004 0.32740 -1.99721
H -2.06527 -2.67875 2.84150
N -1.87017 -0.53892 5.16910
C 0.78091 -2.77865 3.17069
C 2.98299 3.96533 1.40524
Pb -0.50745 0.19048 0.59593
C -0.41367 1.15549 4.35406
H 0.43324 4.36183 -2.57643
*
```

| no. | E_HOMO (eV) | lowest unoccupied orbital energy (hartree) | gap between HOMO and LUMO (Ha) |
| --- | --- | --- | --- |
| 1 | -3.632 | 0.073 | 0.206 |
| 2 | -8.646 | 0.001 | 0.319 |
| 3 | -9.413 | -0.005 | 0.341 |
| 4 | -8.102 | -0.117 | 0.180 |